# 1
Here is 3 unconnected molecules or ions with the total composition C20H41NO9P at a distorted geometry from the OMol25 dataset. Energies are from ωB97M-V/def2-TZVPD.

XYZ file:
```
72
Properties=species:S:1:pos:R:3:lowdin_charge:R:1
C -1.094 -5.761 0.867 -0.057
C 0.136 -5.160 0.093 -0.285
O 1.227 -4.762 0.932 -0.211
P 0.836 -3.578 2.041 0.642
O 0.612 -4.227 3.385 -0.276
C -0.599 -2.507 1.542 -0.197
C -1.822 -2.659 2.540 -0.137
C -3.150 -2.478 1.746 -0.287
C -4.478 -2.132 2.481 -0.075
C -5.414 -2.159 1.176 -0.040
C -4.446 -1.420 0.215 -0.133
C -4.694 -0.553 -1.045 -0.111
C -3.897 -1.228 -2.238 -0.069
N -3.198 -1.585 0.566 0.163
O 2.168 -2.562 2.092 -0.205
C 2.486 -2.048 0.792 -0.275
C 2.033 -0.541 0.598 -0.064
H -1.905 -5.005 0.887 0.044
H -1.480 -6.598 0.247 0.086
H -0.776 -6.103 1.867 0.091
H 0.533 -5.975 -0.549 0.125
H -0.183 -4.368 -0.627 0.106
H -0.295 -1.439 1.613 0.082
H -0.878 -2.672 0.481 0.075
H -1.762 -3.599 3.116 0.115
H -1.759 -1.835 3.286 0.129
H -3.368 -3.499 1.346 0.140
H -4.546 -1.229 3.105 0.134
H -4.736 -3.091 2.973 0.133
H -5.711 -3.196 0.919 0.145
H -6.326 -1.581 1.415 0.131
H -4.182 0.419 -0.861 0.116
H -5.764 -0.440 -1.270 0.124
H -2.813 -0.987 -2.193 0.077
H -4.312 -0.924 -3.219 0.092
H -3.953 -2.337 -2.159 0.085
H -2.446 -1.155 0.039 0.154
H 2.047 -2.622 -0.050 0.104
H 3.585 -2.092 0.642 0.112
H 1.291 -0.530 -0.238 0.067
H 2.862 0.118 0.287 0.064
H 1.497 -0.159 1.494 0.074
C -0.883 6.163 -2.606 -0.063
C -2.305 6.041 -2.098 -0.201
O -2.639 4.679 -1.782 0.039
C -2.121 4.212 -0.650 -0.609
O -1.428 4.814 0.120 0.144
O -2.499 2.931 -0.522 -0.010
C -1.925 2.278 0.605 -0.047
H -0.722 5.494 -3.454 0.083
H -0.674 7.187 -2.917 0.085
H -0.161 5.886 -1.838 0.074
H -2.998 6.349 -2.881 0.125
H -2.483 6.685 -1.235 0.127
H -2.120 2.826 1.526 0.105
H -0.851 2.152 0.456 0.101
H -2.382 1.290 0.686 0.061
C 7.267 4.031 -2.387 -0.064
C 5.828 3.944 -1.918 -0.211
O 5.451 2.592 -1.620 0.033
C 5.928 2.106 -0.473 -0.612
O 6.614 2.693 0.316 0.136
O 5.516 0.838 -0.361 -0.011
C 6.042 0.161 0.782 -0.039
H 7.434 3.362 -3.233 0.083
H 7.511 5.051 -2.686 0.083
H 7.959 3.731 -1.600 0.075
H 5.166 4.274 -2.718 0.121
H 5.644 4.588 -1.056 0.125
H 5.834 0.711 1.699 0.101
H 7.115 0.005 0.667 0.104
H 5.555 -0.810 0.842 0.076
```

Calculated values
- LUMO (hartree) = -0.155
- total charge = +1
- HOMO-LUMO gap (eV) = 8.2
- total energy (eV) = -50605.9651

# 2
Here is a gas-phase ion, C4H7N (charge +1) at a distorted geometry from the OMol25 dataset. Energies are from ωB97M-V/def2-TZVPD.

XYZ file:
```
12
Properties=species:S:1:pos:R:3:lowdin_charge:R:1
C -1.606 -0.790 -0.294 0.014
C -0.178 -0.333 -0.243 -0.253
C 0.757 -0.421 -1.249 0.265
C 1.094 1.019 1.212 0.117
N -0.028 0.646 0.723 0.097
H -1.871 -1.349 0.598 0.113
H -1.846 -1.250 -1.242 0.093
H -2.175 0.142 -0.398 0.119
H 1.714 0.079 -1.240 0.097
H 0.605 -0.969 -2.185 0.119
H 1.196 1.856 1.897 0.109
H 2.097 0.761 0.831 0.110
```

Calculated values
- LUMO (alpha / beta) (hartree) = -0.213 / -0.321
- total charge = +1
- HOMO-LUMO gap (alpha / beta) (eV) = 10.2 / 7.0
- total energy (eV) = -5740.8172
- 2S+1 = 2
- relative energy (zero: lowest compared OMol25 entry of this formula, charge and spin) (kJ/mol) = 221.55

# 3
Here is 2 unconnected molecules or ions with the total composition C3H10NO3S at a distorted geometry from the OMol25 dataset. Energies are from ωB97M-V/def2-TZVPD.

XYZ file:
```
18
Properties=species:S:1:pos:R:3:lowdin_charge:R:1
O 0.155 -2.398 1.069 0.119
C -0.612 -1.491 1.347 -0.477
O -1.622 -1.551 2.162 0.203
C -0.444 -0.239 0.518 -0.246
C -0.556 1.104 1.203 -0.486
S -0.737 2.593 0.124 0.765
N 0.870 -0.310 -0.259 0.245
H -1.578 -2.305 2.760 0.163
H -1.227 -0.246 -0.258 0.170
H -1.419 1.094 1.880 0.094
H 0.352 1.336 1.760 0.086
H 0.493 3.091 0.090 -0.148
H 1.487 0.447 0.030 0.163
H 1.223 -1.265 -0.119 0.157
H 0.715 -0.167 -1.263 0.117
H 0.329 -0.349 -3.809 0.079
H 1.567 0.519 -3.948 0.048
O 1.004 0.136 -3.285 -0.050
```

Calculated values
- LUMO (hartree) = -0.119
- total charge = +1
- HOMO-LUMO gap (eV) = 10.1
- total energy (eV) = -21734.8905
- relative energy (zero: lowest compared OMol25 entry of this formula, charge and spin) (kJ/mol) = 38.32

# 4
Here is C6H7BrS in the gas phase at a distorted geometry from the OMol25 dataset. Energies are from ωB97M-V/def2-TZVPD.

XYZ file:
```
15
Properties=species:S:1:pos:R:3:lowdin_charge:R:1
C 0.197 -1.822 -0.174 -0.096
C -0.491 -1.247 1.008 -0.082
C 0.789 -1.031 -1.062 -0.069
C -0.728 0.043 1.087 -0.199
C 0.951 0.446 -0.628 -0.271
C -0.242 1.017 0.044 -1.077
S 0.068 2.694 0.648 0.735
Br -1.812 1.098 -1.262 0.622
H 0.081 -2.880 -0.394 0.103
H -0.790 -2.010 1.674 0.096
H 1.343 -1.398 -1.886 0.093
H -1.355 0.263 1.863 0.079
H 1.606 0.387 0.234 0.126
H 1.354 0.995 -1.392 0.081
H -0.971 3.446 0.240 -0.140
```

Calculated values
- LUMO (hartree) = 0.012
- HOMO-LUMO gap (eV) = 9.3
- total energy (eV) = -87211.6353
- relative energy (zero: lowest compared OMol25 entry of this formula, charge and spin) (kJ/mol) = 9.72
- SMILES = S[C@]1(Br)C=CC=CC1

# 5
Here is 2 unconnected molecules or ions with the total composition C15H6N5O6 at a distorted geometry from the OMol25 dataset. Energies are from ωB97M-V/def2-TZVPD.

XYZ file:
```
32
Properties=species:S:1:pos:R:3:lowdin_charge:R:1
N -0.269 3.805 -3.772 0.150
C -0.551 3.564 -2.659 -0.164
C -0.858 3.216 -1.295 -0.145
C -1.998 2.558 -0.828 0.091
C -2.139 2.192 0.551 -0.115
N -3.463 1.811 0.953 -0.315
O -4.320 1.611 0.058 0.032
O -3.734 1.707 2.166 0.076
C -1.113 2.398 1.493 0.117
C -0.029 3.123 1.037 -0.077
N 1.002 3.784 1.733 -0.138
O 1.304 3.904 2.904 0.089
O 1.795 4.439 0.720 0.027
N 1.274 4.216 -0.548 0.136
C 0.142 3.511 -0.314 -0.192
H -2.778 2.300 -1.540 0.131
H -1.196 2.138 2.545 0.130
C 0.487 -4.559 4.045 -0.100
C -0.088 -3.309 4.371 -0.020
C -0.259 -2.342 3.363 -0.106
C 0.104 -2.604 2.063 -0.106
C 0.662 -3.848 1.711 -0.020
C 0.865 -4.828 2.709 -0.100
C -0.174 -1.343 1.246 -0.455
O -0.043 -1.261 0.025 0.006
N -0.599 -0.360 2.141 0.121
C -0.760 -0.901 3.416 -0.455
O -1.212 -0.361 4.425 0.012
H 0.647 -5.326 4.809 0.089
H -0.392 -3.090 5.395 0.106
H 0.943 -4.048 0.676 0.105
H 1.312 -5.798 2.470 0.089
```

Calculated values
- LUMO (hartree) = 0.017
- total charge = -1
- HOMO-LUMO gap (eV) = 6.0
- total energy (eV) = -35382.1622

# 6
Here is C6H8O2 in the gas phase at a distorted geometry from the OMol25 dataset. Energies are from ωB97M-V/def2-TZVPD.

XYZ file:
```
16
Properties=species:S:1:pos:R:3:lowdin_charge:R:1
C 2.640 -0.220 -0.202 -0.113
C 1.485 0.652 0.326 -0.087
C 0.358 -0.096 0.395 -0.340
C -1.303 -1.446 -0.330 0.006
C -1.929 -0.261 0.054 -0.054
C -0.897 0.740 0.517 -0.245
H 2.103 -1.166 -0.781 0.111
H 3.115 -0.601 0.845 0.122
H 3.171 0.273 -1.138 0.098
H 1.687 1.653 0.603 0.102
H -1.597 -2.590 -0.302 0.161
H -2.930 -0.285 0.215 0.066
H -1.473 1.018 1.618 0.214
H -0.567 1.135 -1.205 0.138
O 0.140 -1.389 -0.003 -0.066
O -0.845 1.933 -0.550 -0.113
```

Calculated values
- LUMO (hartree) = 0.022
- HOMO-LUMO gap (eV) = 9.3
- total energy (eV) = -10441.0321
- relative energy (zero: lowest compared OMol25 entry of this formula, charge and spin) (kJ/mol) = 549.41
- SMILES = C/C=C1\OC=C[C@@H]1O